ORCA calculation (ωB97M-V/def2-TZVPD) on a molecular structure, C19H29IrN9OS2 at a distorted geometry.

Each line ends with the Mulliken spin population.
Atoms and positions in Å:
Ir: -0.387 -0.309 -0.648  0.738
N: -2.615 -1.062 -1.415  0.090
N: -2.738 -2.306 -2.028  -0.008
C: -1.845 -3.260 -1.785  0.014
N: -2.010 -4.475 -2.251  0.007
S: -0.442 -2.897 -0.851  -0.024
H: -3.207 -1.013 -0.587  -0.002
H: -2.899 -0.316 -2.051  -0.002
H: -3.577 -2.503 -2.565  0.002
H: -2.827 -4.763 -2.778  0.000
H: -1.323 -5.195 -2.072  -0.001
S: 0.777 2.203 -4.303  0.001
C: 0.560 0.608 -4.859  -0.008
C: 0.332 -0.287 -3.847  0.006
C: 0.307 0.319 -2.576  -0.041
C: 0.580 1.678 -2.669  -0.002
C: 0.691 2.524 -1.525  0.009
C: 0.924 3.902 -1.587  0.007
C: 0.968 4.631 -0.411  -0.002
C: 0.787 3.976 0.804  0.003
C: 0.582 2.608 0.788  0.001
N: 0.546 1.902 -0.340  0.074
H: 0.593 0.395 -5.917  0.000
H: 0.204 -1.343 -4.033  0.000
H: 1.053 4.392 -2.542  0.001
H: 1.139 5.699 -0.435  0.000
H: 0.816 4.511 1.742  0.001
H: 0.440 2.060 1.713  0.002
N: 4.312 -2.187 1.152  0.000
C: 4.206 -1.695 -0.257  -0.003
C: 2.742 -1.678 -0.699  -0.009
N: 1.910 -0.833 0.185  -0.009
C: 2.020 -1.324 1.572  0.000
C: 3.473 -1.348 2.062  -0.002
H: 5.292 -2.170 1.459  0.000
H: 4.012 -3.167 1.198  0.000
H: 4.785 -2.340 -0.918  -0.001
H: 4.637 -0.693 -0.300  0.000
H: 2.334 -2.691 -0.690  0.002
H: 2.689 -1.303 -1.720  0.001
H: 2.268 0.122 0.145  0.002
H: 1.597 -2.332 1.604  -0.001
H: 1.444 -0.682 2.238  0.003
H: 3.519 -1.743 3.077  0.000
H: 3.890 -0.339 2.071  0.000
C: -3.636 2.995 1.214  0.000
N: -3.056 1.795 1.820  0.003
C: -3.298 1.450 3.112  0.002
C: -2.744 0.338 3.654  -0.002
C: -1.900 -0.458 2.835  -0.001
N: -1.637 -0.077 1.570  0.012
C: -2.238 1.008 1.064  -0.035
O: -2.032 1.284 -0.149  0.173
N: -1.356 -1.581 3.298  0.000
H: -4.186 3.554 1.966  0.000
H: -4.307 2.732 0.397  0.000
H: -2.841 3.619 0.808  0.000
H: -3.958 2.096 3.675  0.000
H: -2.942 0.067 4.680  0.000
H: -1.593 -1.918 4.219  0.000
H: -0.834 -2.181 2.685  0.000

**Multiplicity**: 2
**DFT total energy**: -2208.71486 a.u.
**Orbital gap (spin up / spin down)**: 4.56 / 4.96 eV
**ΔE to the lowest compared entry with this formula, charge and spin**: 3.3978 eV
**E_HOMO (spin up / spin down)**: -18.55 / -18.55 eV
**Net charge**: +4

---

ORCA calculation (ωB97M-V/def2-TZVPD) on a molecular structure, C19H29N2O at a distorted geometry.

Each line ends with the natural charge from an NBO analysis.
Atoms and positions in Å:
C: 3.321 0.179 2.494  -0.260
O: 2.076 0.398 1.816  -0.501
C: 1.250 -0.705 1.654  0.250
C: -0.164 -0.294 1.963  -0.143
C: -1.091 -1.292 2.288  -0.130
C: -2.376 -0.942 2.709  -0.222
C: -2.748 0.402 2.826  -0.173
C: -1.800 1.398 2.568  -0.200
C: -0.515 1.060 2.127  -0.173
H: 3.761 1.171 2.636  0.230
H: 3.173 -0.298 3.485  0.195
H: 4.007 -0.450 1.890  0.184
H: 1.503 -1.578 2.290  0.228
H: -0.756 -2.335 2.225  0.209
H: -3.102 -1.726 2.948  0.232
H: -3.752 0.680 3.138  0.235
H: -2.036 2.453 2.698  0.233
H: 0.256 1.817 1.960  0.238
C: 4.869 -6.360 1.093  -0.409
N: 3.866 -5.443 0.616  -0.434
C: 4.089 -4.110 1.101  -0.223
C: 2.908 -3.214 0.757  -0.205
N: 2.311 -3.442 -0.532  -0.381
C: 1.260 -2.621 -0.922  0.350
C: 0.975 -1.444 -0.230  -0.269
C: 0.158 -0.368 -0.828  -0.452
C: -0.241 -0.589 -2.320  -0.382
C: -0.542 -2.053 -2.620  -0.400
C: 0.622 -2.982 -2.233  -0.455
C: 2.538 -4.662 -1.292  -0.215
C: 3.728 -5.472 -0.819  -0.228
H: 4.631 -7.369 0.735  0.212
H: 5.891 -6.104 0.756  0.175
H: 4.862 -6.358 2.189  0.208
H: 4.177 -4.163 2.197  0.219
H: 5.022 -3.657 0.700  0.168
H: 2.161 -3.351 1.560  0.189
H: 3.325 -2.197 0.824  0.185
H: 1.868 -1.169 0.452  0.280
H: -0.777 -0.193 -0.276  0.223
H: 0.681 0.603 -0.775  0.231
H: -1.123 0.020 -2.568  0.232
H: 0.587 -0.237 -2.957  0.205
H: -1.450 -2.367 -2.099  0.210
H: -0.727 -2.186 -3.695  0.230
H: 1.380 -2.928 -3.048  0.243
H: 0.238 -4.017 -2.226  0.250
H: 1.648 -5.313 -1.240  0.200
H: 2.712 -4.421 -2.348  0.215
H: 4.639 -5.107 -1.331  0.170
H: 3.563 -6.520 -1.106  0.226

**Multiplicity**: 1
**DFT total energy**: -925.77123 a.u.
**Orbital gap**: 7.94 eV
**ΔE to the lowest compared entry with this formula, charge and spin**: 5.7383 eV
**E_HOMO**: -11.48 eV
**Net charge**: +1

---

ORCA calculation (ωB97M-V/def2-TZVPD) on a single C19H29N3O2 molecule.

Each line ends with the natural charge from an NBO analysis.
Atoms and positions in Å:
C: -6.745 -2.340 1.127  -0.608
C: -5.991 -2.209 -0.190  -0.384
C: -6.005 -0.764 -0.703  -0.496
C: -5.238 0.164 0.223  0.690
O: -5.817 0.897 1.005  -0.639
N: -3.883 0.114 0.184  -0.450
C: -3.046 -0.574 -0.770  -0.230
H: -3.631 -1.228 -1.412  0.216
C: -2.278 0.452 -1.627  -0.214
N: -1.494 1.333 -0.792  -0.435
C: -0.189 0.981 -0.456  0.144
C: 0.337 1.146 0.828  -0.221
C: 1.658 0.849 1.099  -0.229
C: 2.507 0.367 0.108  0.115
C: 1.997 0.205 -1.177  -0.214
C: 0.682 0.513 -1.447  -0.240
H: 0.334 0.407 -2.463  0.211
H: 2.641 -0.154 -1.962  0.256
N: 3.832 0.081 0.455  -0.604
C: 4.833 -0.420 -0.318  0.697
O: 4.706 -0.712 -1.487  -0.613
C: 6.165 -0.583 0.436  -0.147
C: 5.985 -1.539 1.621  -0.596
H: 5.567 -2.485 1.284  0.219
H: 5.329 -1.128 2.387  0.196
H: 6.951 -1.737 2.082  0.214
C: 7.190 -1.173 -0.534  -0.593
H: 7.310 -0.521 -1.396  0.223
H: 6.854 -2.142 -0.893  0.221
H: 8.153 -1.292 -0.044  0.202
C: 6.654 0.788 0.917  -0.596
H: 7.638 0.688 1.372  0.214
H: 6.733 1.475 0.078  0.219
H: 5.986 1.226 1.657  0.197
H: 4.053 0.279 1.420  0.394
H: 2.032 0.988 2.105  0.201
H: -0.277 1.504 1.638  0.204
C: -2.348 2.004 0.164  -0.223
H: -1.762 2.689 0.774  0.214
C: -3.119 1.005 1.037  -0.247
H: -3.820 1.522 1.694  0.255
H: -2.423 0.408 1.637  0.191
H: -3.073 2.596 -0.406  0.204
H: -1.641 -0.078 -2.332  0.213
H: -2.996 1.060 -2.189  0.196
H: -2.318 -1.184 -0.219  0.199
H: -5.614 -0.710 -1.720  0.212
H: -7.035 -0.405 -0.717  0.234
H: -4.962 -2.548 -0.052  0.195
H: -6.457 -2.853 -0.941  0.204
H: -6.690 -3.361 1.498  0.208
H: -7.791 -2.077 0.995  0.205
H: -6.322 -1.674 1.875  0.215

**Multiplicity**: 1
**SMILES string**: CCCC(=O)N1CCN(c2ccc(NC(=O)C(C)(C)C)cc2)CC1
**DFT total energy**: -1056.18554 a.u.
**Orbital gap**: 7.98 eV
**ΔE to the lowest compared entry with this formula, charge and spin**: 1.1893 eV
**E_HOMO**: -7.39 eV

---

ORCA calculation (ωB97M-V/def2-TZVPD) on a single C19H29N3O4 molecule.

Each line ends with the natural charge from an NBO analysis.
Atoms and positions in Å:
C: 1.003 8.632 0.259  -0.599
C: 1.659 7.585 1.149  -0.397
C: 1.250 7.755 2.611  -0.414
C: 1.950 6.754 3.528  -0.077
H: 3.037 6.826 3.418  0.210
H: 1.671 6.928 4.571  0.188
O: 1.545 5.421 3.226  -0.517
C: 2.418 4.636 2.578  0.792
O: 3.543 4.969 2.293  -0.603
C: 1.842 3.310 2.255  -0.194
C: 0.536 2.966 2.599  -0.155
C: 0.036 1.728 2.259  -0.237
C: 0.831 0.812 1.566  0.151
C: 2.140 1.150 1.227  -0.211
C: 2.634 2.390 1.571  -0.142
H: 3.644 2.671 1.314  0.237
H: 2.751 0.440 0.695  0.246
N: 0.272 -0.415 1.232  -0.580
C: 0.790 -1.448 0.539  0.596
O: 1.902 -1.553 0.057  -0.605
C: -0.259 -2.560 0.393  0.577
O: -1.379 -2.433 0.862  -0.634
N: 0.214 -3.615 -0.271  -0.577
C: -0.583 -4.751 -0.654  -0.234
H: -1.484 -4.730 -0.038  0.223
H: -0.032 -5.673 -0.456  0.207
C: -0.956 -4.695 -2.146  -0.211
N: -1.685 -5.882 -2.523  -0.469
C: -3.065 -5.930 -2.062  -0.218
C: -3.300 -7.170 -1.201  -0.603
H: -2.647 -7.155 -0.333  0.205
H: -4.333 -7.206 -0.865  0.203
H: -3.087 -8.070 -1.772  0.204
H: -3.291 -5.035 -1.476  0.192
H: -3.760 -5.948 -2.910  0.182
C: -1.487 -6.312 -3.891  -0.198
C: -1.928 -5.317 -4.971  -0.636
H: -1.346 -4.400 -4.912  0.203
H: -1.782 -5.754 -5.956  0.214
H: -2.979 -5.064 -4.859  0.203
H: -0.422 -6.530 -4.019  0.190
H: -2.033 -7.250 -4.017  0.194
H: -0.033 -4.656 -2.730  0.194
H: -1.518 -3.763 -2.331  0.174
H: 1.160 -3.526 -0.625  0.424
H: -0.693 -0.584 1.520  0.436
H: -0.977 1.459 2.522  0.213
H: -0.079 3.675 3.131  0.234
H: 1.507 8.759 2.952  0.206
H: 0.170 7.627 2.706  0.201
H: 1.373 6.588 0.806  0.198
H: 2.746 7.662 1.068  0.205
H: 1.294 9.634 0.568  0.199
H: 1.301 8.492 -0.777  0.210
H: -0.081 8.558 0.317  0.200

**Multiplicity**: 1
**SMILES string**: CCCCOC(=O)c1ccc(NC(=O)C(=O)NCCN(CC)CC)cc1
**DFT total energy**: -1206.68401 a.u.
**Orbital gap**: 8.62 eV
**ΔE to the lowest compared entry with this formula, charge and spin**: 0.8551 eV
**E_HOMO**: -8.45 eV